57
Properties=species:S:1:pos:R:3:forces:R:3 method="wB97M-V/def2-TZVPD" de_lowest_kcal_mol=87.11 charge=+1 lumo_ev=-2.46 orbital_gap_ev=9.392 homo_ha=-0.4355
C 1.4818 2.0503 -4.5708 -1.99 1.17 -0.46
C 1.1756 0.9016 -3.7004 -0.22 -0.91 3.44
C 2.3563 0.5052 -2.7304 -0.08 -0.18 -0.36
C 2.1131 -0.8042 -1.9958 -1.09 -2.01 -0.23
S 1.8956 -2.2859 -3.1481 0.83 0.72 -0.27
N 0.0348 1.3354 -2.5751 0.03 -0.49 -1.83
H 2.2668 2.6997 -4.1549 -0.29 -0.22 -0.31
H 0.4598 2.6307 -4.6039 2.27 -0.70 -0.70
H 1.7638 1.6077 -5.5445 -0.11 0.81 0.28
H 0.7005 0.0276 -4.1844 0.43 0.61 0.21
H 3.3310 0.4259 -3.1982 -0.07 -0.18 -0.99
H 2.5873 1.3648 -2.0837 -0.58 -0.24 0.35
H 1.1507 -0.8286 -1.4227 0.97 0.08 -0.64
H 2.8718 -1.2224 -1.3171 -0.10 1.08 -0.27
H 3.1826 -2.3194 -3.6550 -0.93 0.04 0.42
H -0.7769 1.9014 -2.9241 1.21 -0.32 0.07
H 0.4992 1.6930 -1.7668 0.31 0.88 0.56
H -0.4196 0.5011 -2.2273 -0.46 -0.77 -0.02
H -1.4111 1.6259 -5.6938 0.30 0.61 -1.64
H -1.9148 0.4116 -4.9454 0.08 0.59 0.13
O -1.6319 1.3392 -4.8341 -0.57 -1.24 1.46
H -1.2255 -3.7319 0.4219 -0.08 0.18 -2.55
H -0.3760 -3.1493 -0.7084 4.06 2.25 -0.54
O -1.1115 -3.6440 -0.5972 -4.02 -2.29 3.00
H -1.6196 -1.6465 -1.6291 -0.70 1.93 -0.72
H -2.8321 -0.8799 -2.1968 0.01 0.19 0.01
O -1.8955 -0.7372 -2.0139 0.71 -2.30 0.80
H 0.2807 1.8704 2.3648 -1.10 -1.38 -0.96
H 0.1976 0.2898 1.9406 -0.35 0.98 -0.83
O -0.2165 1.1759 1.8062 1.11 0.37 0.88
H 1.6778 1.1627 0.5653 0.49 -0.37 0.68
H 2.3750 -0.2712 0.7394 0.24 0.67 0.25
O 1.7151 0.2480 0.2767 -0.65 -0.19 -0.50
H -3.6871 -0.4103 3.1905 0.98 1.19 0.93
H -5.2609 -0.2261 2.9326 1.18 -0.46 0.22
O -4.4624 -0.7829 2.8104 -2.44 -1.29 -1.04
H -0.5089 -2.2483 1.8979 -0.72 -0.38 0.01
H -0.7858 -1.0119 2.9250 1.02 -2.09 -2.01
O -0.1028 -1.4753 2.2720 -1.24 1.72 1.69
H -3.5435 -4.0365 1.4806 2.03 0.70 1.25
H -3.3003 -2.8513 2.3844 0.52 -0.18 0.00
O -2.7936 -3.6189 2.0412 -2.43 -0.33 -1.32
H -1.7555 0.9883 2.7065 4.23 0.34 -1.78
H -3.2114 0.9818 2.1584 1.86 0.22 1.78
O -2.6098 0.9781 2.9820 -6.18 0.28 -0.33
H 1.2383 3.1381 3.8805 3.08 -0.45 1.83
H 0.1867 3.9677 3.4194 -0.17 -2.69 -0.55
O 0.4749 2.9751 3.4067 -2.55 3.84 -0.58
H 4.4651 1.3458 1.6673 -0.87 1.41 -1.04
H 3.7557 2.6464 1.0563 -0.25 3.33 1.15
O 3.9549 1.7734 0.9253 1.35 -4.51 0.02
H -0.7345 -1.1767 4.7419 -0.55 -0.23 0.77
H -2.2476 -1.5773 5.1243 1.04 0.61 -0.54
O -1.6759 -0.9382 4.6344 -0.04 -0.67 0.24
H 1.6644 -1.5780 3.7947 -0.30 1.27 1.07
H 0.8420 -0.3745 3.5991 0.07 0.49 0.04
O 1.4124 -0.7357 4.2757 0.70 -1.51 -0.54

---

57
Properties=species:S:1:pos:R:3:forces:R:3 method="wB97M-V/def2-TZVPD" de_lowest_kcal_mol=22.31 charge=+2 s2=0.752 lumo_ev="-7.41 / -11.51" orbital_gap_ev="7.996 / 3.904" multiplicity=2 homo_ha="-0.5663 / -0.5663"
C 0.3912 1.8389 0.1529 -1.59 -0.70 -2.42
C 1.6592 1.0980 0.4263 4.06 0.38 -1.59
C 2.9170 1.9154 -0.0616 -3.85 -3.32 0.20
C 3.8554 2.3445 0.8325 0.52 1.68 0.84
N -0.7561 0.9677 0.5550 1.01 3.27 0.61
H 0.3469 2.8539 0.5132 0.05 0.07 0.87
H 0.2381 2.0290 -0.9515 0.43 -0.43 0.95
H 1.7544 0.8873 1.4722 0.11 -0.19 0.69
H 1.9770 0.1332 -0.1921 -1.50 1.29 0.96
H 2.9682 1.8000 -1.1258 0.63 0.94 -0.69
H 4.7861 2.7635 0.4739 0.37 -0.20 0.37
H 3.4909 2.4682 1.8622 0.73 -0.12 -0.26
H -1.0922 0.3891 -0.2688 0.98 0.53 1.16
H -0.5908 0.3498 1.3347 0.35 -0.42 0.45
H -1.5508 1.4926 0.8961 -0.30 0.67 0.14
H -1.6948 -3.9141 0.7619 -0.31 0.50 -0.91
H -0.3857 -3.4059 1.1833 -0.57 1.47 -1.30
O -1.0168 -3.2831 0.4606 -2.13 0.86 0.26
H 1.7145 -1.9098 -2.0360 0.09 0.22 -0.01
H 3.1749 -2.0992 -2.3519 0.33 0.04 -0.15
O 2.5993 -1.6465 -1.7291 -0.24 -0.13 -0.28
H -1.2831 -1.5353 0.0489 -0.02 -0.24 -0.63
H -2.2499 -0.5958 -0.7531 0.07 -0.66 -0.25
O -1.3012 -0.8211 -0.6515 -2.06 -3.04 -1.57
H -2.7627 1.1196 3.0729 0.08 0.19 -0.05
H -1.5099 1.9612 3.4942 -0.71 -0.15 -0.46
O -2.0719 1.7097 2.7339 0.28 0.15 0.84
H 2.8082 -2.1209 -0.0774 -0.51 -0.13 0.24
H 3.0476 -1.8647 1.4099 0.65 0.07 0.75
O 2.4176 -2.2506 0.8184 -0.29 0.14 -0.53
H -1.4685 3.5032 -3.7227 0.48 -0.07 -0.08
H -0.0158 2.8978 -3.7902 0.04 -0.44 -0.38
O -0.5482 3.6222 -3.4383 -0.43 0.15 0.42
H -2.8969 -1.5703 1.9815 -0.29 -0.54 0.19
H -4.5142 -1.7523 2.0349 0.69 -0.04 -0.01
O -3.7619 -1.1609 1.8811 -0.49 0.68 -0.25
H 0.5094 -4.2750 1.3486 2.27 -1.05 -0.37
H 1.6927 -4.3012 0.3436 0.86 0.32 0.31
O 0.8256 -4.6406 0.5097 0.15 -1.61 0.15
H -0.2916 -1.6664 2.1890 -1.46 0.51 0.70
H -1.2100 -1.2625 3.3893 0.09 0.01 -0.44
O -1.1234 -1.1643 2.4250 1.71 -0.07 -0.08
H -0.4356 5.3297 -0.9040 -0.09 0.29 -0.36
H -0.4725 3.9799 -1.7289 0.06 0.64 -0.92
O -0.5251 4.3811 -0.8488 0.02 -0.73 1.17
H -0.3887 -1.0169 -2.1447 -0.21 -0.07 -0.57
H -0.6857 -1.1750 -3.6666 -0.15 -0.29 -0.05
O 0.0070 -0.9464 -3.0403 -0.16 -0.49 0.78
H -3.4962 2.8602 -0.2607 1.04 -0.39 -0.57
H -1.9608 2.8607 -0.6619 -0.45 0.86 0.00
O -2.7731 2.3416 -0.6890 -0.77 -0.15 0.44
H -0.8258 -4.4261 2.4431 0.69 1.64 1.62
H 0.0206 -3.9991 3.6606 0.11 0.23 -0.21
O -0.3593 -3.6107 2.8513 -0.84 -2.99 0.48
H 0.4498 0.4521 -3.5848 0.94 0.16 -0.96
H 1.4307 0.8910 -4.8179 0.20 -0.63 -0.52
O 0.9370 1.1736 -4.0630 -0.70 1.34 1.29

---

58
Properties=species:S:1:pos:R:3:forces:R:3 method="wB97M-V/def2-TZVPD" de_lowest_kcal_mol=49.71 charge=-1 lumo_ev=2.41 orbital_gap_ev=7.494 homo_ha=-0.1870
C -2.8501 -2.2538 -0.0834 0.94 1.51 1.81
N -1.9900 -1.0852 -0.3374 0.36 0.04 -0.35
C -0.7785 -0.9472 0.5203 -1.78 -0.24 1.79
C -1.2964 -0.7239 1.9979 0.39 -1.17 -0.93
S 0.1332 -0.7266 3.1951 -1.18 1.04 -0.52
C -0.0191 0.2392 0.0154 -0.08 -0.17 -3.47
H -2.2267 -3.1101 0.1859 -0.22 -1.05 -1.67
H -3.2370 -2.1937 0.9098 -0.79 0.85 0.88
H -3.7232 -2.1226 -0.7029 0.17 -1.28 -0.79
H -1.6847 -1.1984 -1.2977 0.07 0.21 -0.14
H -0.2660 -1.9014 0.6342 0.53 0.16 -0.71
H -2.0167 0.0958 1.8535 0.33 0.21 0.62
H -1.9514 -1.5880 2.2518 0.57 0.52 -0.04
H 0.1498 0.1852 -1.1285 -0.45 -0.39 1.23
H 0.9774 0.4535 0.2853 0.62 -0.70 1.17
H -0.6080 1.1459 0.0470 -0.24 0.31 0.61
H 2.7045 -0.5357 2.7368 -0.04 -0.71 -0.40
H 3.1426 -1.4457 1.5039 -0.01 0.13 0.64
O 3.3905 -1.1501 2.4098 -0.03 0.27 0.41
H 0.0992 -3.4147 -0.7618 -0.15 -0.39 0.32
H 1.0393 -4.1714 0.3327 -0.51 1.25 -0.59
O 0.9943 -3.5736 -0.4567 0.66 -0.72 -0.56
H 1.3192 1.9366 0.7734 0.06 0.41 0.07
H 2.6485 2.6220 0.9545 -0.23 -0.12 -0.55
O 2.1601 2.0681 0.3175 0.66 0.44 0.39
H -3.5923 -0.2307 -2.8067 -0.21 -0.07 -0.01
H -2.4135 -0.6261 -3.6039 -0.64 -0.32 -0.04
O -3.2617 -1.0009 -3.2868 0.84 0.50 0.00
H -2.0729 2.8053 -1.7433 0.07 0.17 0.12
H -3.3268 3.4330 -1.3247 -0.10 0.08 -0.03
O -2.5866 3.6047 -1.9123 0.07 0.66 -0.25
H 2.7052 -3.0849 -2.4102 -0.02 -0.80 -0.92
H 3.3243 -1.9362 -2.0379 1.03 0.19 -0.91
O 3.3401 -2.5003 -2.8548 -0.85 0.28 1.41
H 2.6044 -0.7993 -0.4660 1.01 -0.79 0.26
H 2.2074 -2.2265 -0.2453 0.49 -0.40 0.01
O 3.0319 -1.6838 -0.3060 -1.89 1.27 -0.03
H -0.2711 3.4207 2.0767 -0.37 0.19 -0.37
H 0.9788 3.5168 2.7679 0.45 0.37 -0.07
O 0.5919 3.8522 1.9466 -0.21 -0.56 0.68
H -2.6041 0.7721 -0.4255 -0.55 0.10 0.69
H -3.2031 1.8566 0.6095 0.20 -0.43 0.06
O -3.0159 1.6695 -0.3137 -0.05 -0.44 -0.22
H 3.8607 0.8758 0.5775 -0.02 0.13 -0.20
H 4.4087 -0.0375 1.6554 0.41 0.23 -0.89
O 4.6902 0.4647 0.8383 0.10 0.16 0.71
H -1.9487 1.5108 2.6436 -0.17 -0.08 -0.01
H -0.6684 1.5815 3.4009 -0.46 0.02 -0.01
O -1.4423 2.1437 3.1517 0.75 0.32 0.23
H -1.1566 2.0195 -4.0130 0.08 -0.08 0.02
H -2.4375 2.7012 -3.5402 0.03 -0.49 0.05
O -2.0652 1.8215 -3.7580 0.11 0.19 -0.33
H 0.8434 -2.3099 2.1173 0.74 -1.49 0.92
H 1.1397 -3.7420 2.8353 -0.13 0.58 0.35
O 1.2677 -3.2438 2.0263 -0.32 0.15 -0.52
H 1.3556 2.7400 -1.8924 -0.03 -0.16 0.13
H 2.1993 3.2751 -3.0063 0.06 -0.01 -0.18
O 1.4066 2.7532 -2.8564 -0.06 0.09 0.14

---

59
Properties=species:S:1:pos:R:3:forces:R:3 method="wB97M-V/def2-TZVPD" de_lowest_kcal_mol=10.90 charge=+1 lumo_ev=-2.33 orbital_gap_ev=8.779 homo_ha=-0.4081
N -1.1412 0.4370 -1.5881 0.92 -0.41 0.40
C 0.1796 -0.2405 -1.2102 -1.30 0.07 0.70
C 1.1925 0.8598 -1.4537 1.02 0.05 0.84
O 1.0487 1.4070 -2.7318 -0.21 0.56 -0.18
C 0.1648 -0.6143 0.2784 0.07 -0.34 -0.99
S -0.7686 -2.1419 0.5732 -0.87 0.17 0.24
S 0.2451 -3.4298 1.7755 0.68 -0.12 -0.05
C 0.7404 -2.6179 3.3229 -0.01 -0.57 0.51
H -1.4734 1.0866 -0.8106 -0.28 -0.10 -0.73
H -1.9142 -0.1721 -1.8693 0.09 -0.09 0.13
H -0.8403 0.9883 -2.3958 -0.38 0.36 -0.22
H 0.2041 -1.1334 -1.8282 0.60 0.07 -0.22
H 1.0654 1.6223 -0.6708 -0.69 0.33 -0.44
H 2.2248 0.6057 -1.1829 -0.08 -0.79 -0.62
H 1.4145 0.7797 -3.3834 0.09 -0.19 0.31
H -0.3720 0.1772 0.7945 0.52 0.10 0.45
H 1.2007 -0.7374 0.5853 -0.11 0.23 0.40
H 1.8145 -2.4800 3.2836 0.01 0.61 -0.10
H 0.6003 -3.3226 4.1454 -0.33 -0.17 -0.17
H 0.1849 -1.7228 3.5816 0.06 0.17 -0.31
H -3.4365 -0.1316 -3.9288 0.38 0.08 0.07
H -4.5461 0.2052 -3.0160 0.03 0.27 0.49
O -3.5833 0.1152 -3.0042 -0.57 -0.28 -0.75
H 0.8296 -3.6045 -3.1422 0.03 -0.06 -0.06
H -0.5217 -3.1049 -3.5642 -0.16 0.23 -0.01
O 0.4069 -2.8418 -3.5565 -0.11 -0.65 0.32
H 1.5997 3.4501 2.1050 -0.06 0.00 -0.04
H 1.1385 3.7681 3.5481 0.06 0.11 -0.05
O 0.8107 3.5468 2.6716 -0.06 -0.05 0.33
H -2.3428 4.2824 2.3853 -0.06 0.05 -0.09
H -0.8184 4.0640 2.2157 -0.07 0.09 -0.26
O -1.6519 4.2094 1.7207 0.21 -0.18 0.14
H 5.2709 0.5602 -1.2685 0.01 -0.11 0.03
H 4.4190 0.4876 -2.5230 -0.09 -0.12 -0.04
O 4.4736 0.1507 -1.6216 0.09 0.21 0.00
H -4.3492 -2.6541 1.1811 0.10 0.20 0.24
H -4.1683 -1.1126 1.0097 0.04 -0.22 0.24
O -4.6107 -1.8931 0.6563 -0.10 0.01 -0.46
H -3.5626 0.9683 3.4930 -0.14 0.08 -0.12
H -2.4918 -0.0030 3.0329 -0.02 -0.06 -0.09
O -3.1662 0.5983 2.6961 0.24 -0.12 -0.02
H 1.0362 1.0086 3.2383 0.27 0.12 0.10
H 2.3766 0.2007 3.0978 -0.21 -0.12 0.10
O 1.7148 0.7142 2.6225 0.12 -0.05 -0.24
H 4.1167 -2.1549 1.7864 0.17 0.24 -0.06
H 2.7554 -2.3132 1.1901 -0.10 0.18 -0.09
O 3.3877 -1.6233 1.4426 -0.04 -0.48 0.19
H 3.6157 3.2591 0.4801 -0.05 0.11 0.02
H 3.2473 2.0777 1.3985 -0.20 -0.05 0.00
O 2.9343 2.9311 1.0748 0.21 -0.11 -0.12
H 1.8374 -1.6447 -3.4336 -0.05 0.24 -0.91
H 2.3774 -0.8907 -4.7563 -0.11 -0.65 0.02
O 2.1094 -0.8068 -3.8400 0.43 0.82 0.48
H -3.3867 -3.0103 -1.2990 -0.19 0.21 0.04
H -3.7352 -2.0386 -2.4492 -0.12 0.07 0.24
O -3.0654 -2.6483 -2.1304 0.56 -0.17 -0.23
H -2.5519 1.6177 0.8668 -0.52 0.02 -0.03
H -1.8198 2.8058 0.3702 -0.56 0.40 -0.10
O -2.4200 2.1045 0.0343 0.82 -0.20 0.75

---

58
Properties=species:S:1:pos:R:3:forces:R:3 method="wB97M-V/def2-TZVPD" de_lowest_kcal_mol=86.34 charge=+1 lumo_ev=-3.72 orbital_gap_ev=9.182 homo_ha=-0.4743
C -0.3703 3.5271 1.3552 -0.67 -0.63 -1.16
C 0.4161 2.4415 0.6282 -0.43 1.29 0.61
C 1.6235 2.6691 0.1800 2.71 0.96 -1.29
C -1.0241 0.6025 1.3095 1.35 -0.11 -1.62
N -0.2524 1.2035 0.4237 -1.29 -1.41 -0.26
H -0.4453 3.1560 2.3591 -0.44 0.37 0.78
H 0.1106 4.4912 1.3205 0.57 0.02 0.20
H -1.3693 3.7246 0.9009 0.50 -0.61 0.42
H 2.3737 2.0236 -0.3351 -1.40 -0.06 0.61
H 2.0447 3.7090 0.2058 -0.72 -1.01 0.42
H -1.6441 -0.3118 1.0573 1.10 1.36 -0.10
H -0.9974 0.9163 2.3637 -0.05 0.24 -0.79
H -0.2118 0.9076 -0.6502 -0.39 0.46 3.21
H 0.8770 -1.5920 0.0322 0.78 0.87 -1.07
H 2.2583 -0.9826 -0.1889 1.28 0.13 0.90
O 1.4286 -1.0593 -0.6339 -2.49 -0.81 0.13
H -0.5056 1.0795 -3.7035 -0.18 -1.62 -1.51
H -0.0195 2.4281 -3.2810 -1.08 -1.85 1.16
O -0.5625 1.6294 -2.9467 1.43 3.30 0.27
H 2.3841 3.6323 -2.7386 0.67 -0.57 0.00
H 3.1066 2.2104 -2.6616 1.63 -0.20 0.14
O 2.3067 2.6688 -2.7977 -2.21 0.93 -0.34
H -0.8999 -0.0386 -1.8242 -2.26 -0.27 0.37
H -2.4908 -0.2486 -1.4860 0.52 -0.42 -1.04
O -1.6314 0.0032 -1.1317 0.84 -0.58 -0.55
H 3.3843 -0.9143 2.0307 0.08 0.38 2.19
H 4.2067 -1.3933 0.8729 2.97 -0.97 -0.73
O 3.3723 -1.1345 1.1250 -2.60 0.45 -1.62
H 0.3795 -0.9161 -4.3566 4.39 -1.31 2.40
H -0.9367 -1.4688 -4.6330 -0.93 -1.30 0.48
O -0.3889 -0.7264 -4.7622 -3.43 2.95 -2.88
H 2.4051 -0.0944 3.8141 1.61 -0.83 -0.11
H 3.9355 0.0713 3.9818 1.80 1.87 0.84
O 3.2980 -0.5408 3.7316 -3.38 -0.96 -0.48
H -0.0483 -3.4287 0.5809 0.33 -0.46 -0.51
H -0.7675 -2.7993 1.6827 -0.69 0.01 0.65
O -0.0498 -2.6143 1.0774 0.38 0.12 -0.52
H -0.2266 -2.8060 -2.2641 1.59 2.29 4.60
H 0.2659 -3.5159 -3.4178 1.41 -0.53 -0.81
O -0.4997 -3.1570 -3.0261 -3.45 -1.97 -3.76
H -2.3463 0.7374 4.2742 0.85 -0.10 0.22
H -1.5079 1.9061 4.1635 -0.41 6.70 -0.70
O -1.4136 1.0497 4.2916 -0.63 -6.40 0.81
H -2.9548 -2.0346 -3.3072 -0.70 -4.90 -0.50
H -3.1937 -0.7243 -4.0592 0.56 -0.82 1.32
O -2.8302 -1.1570 -3.2385 -0.22 5.61 -0.87
H 2.5061 -1.4567 -3.6143 1.40 0.28 -0.13
H 1.6524 -1.4820 -2.2464 0.41 0.17 -0.64
O 1.6676 -1.6183 -3.2318 -1.17 -0.32 0.66
H -3.3517 1.0070 -0.1117 0.56 0.06 0.27
H -4.7687 1.0192 -0.4969 0.59 -0.28 2.03
O -4.1982 0.9038 0.3343 -1.03 0.32 -2.33
H 0.6906 -1.0234 4.9278 1.20 0.46 2.88
H -0.1118 -0.4310 3.8433 -1.21 2.25 -0.36
O 0.2899 -1.2080 4.1305 -0.02 -2.63 -2.36
H -2.0052 -3.5991 3.7145 0.46 0.33 0.17
H -1.1546 -2.3506 3.3347 4.42 3.09 2.81
O -1.8054 -2.8908 3.0969 -4.90 -3.34 -2.50

---

10
Properties=species:S:1:pos:R:3:forces:R:3 method="wB97M-V/def2-TZVPD" charge=+2 s2=2.035 lumo_ev="-9.64 / -12.40" orbital_gap_ev="9.054 / 7.456" multiplicity=3 homo_ha="-0.6869 / -0.7295"
C -2.7576 -0.2137 -0.0544 -3.80 0.18 -0.19
C -1.5311 -0.2835 -0.0756 3.38 -0.07 -0.83
C -0.1765 -0.2834 -0.1878 -3.56 -0.36 1.53
C 0.7759 0.6327 0.1825 2.39 -1.52 -2.49
H 1.0676 -1.1630 0.0873 0.40 1.42 0.63
H 0.8308 1.6279 -0.2693 0.08 0.46 1.36
O -4.0250 -0.0975 -0.1353 2.71 -0.23 -0.22
H -4.4620 -0.0090 0.7274 -0.53 -0.04 0.51
O 1.8749 -0.1199 0.4093 -4.35 0.09 0.65
Ag 3.7130 -0.1240 -0.2674 3.28 0.06 -0.96